The following is a DFT calculation (wB97M-V/def2-TZVPD) of a structure of composition C20H47ClO2P2Re at a distorted geometry.

E_LUMO (spin up / spin down): 0.2499 / -0.2458 eV
Net charge: 0
Highest occupied orbital energy (spin up / spin down): -5.83 / -5.89 eV
Kohn-Sham gap (spin up / spin down): 0.2233 / 0.2074 Ha
Energy relative to the best compared isomer or geometry (same formula, charge and spin): 147.9 kJ/mol
Multiplicity: 4
Strongest force on any atom: 0.186 hartree/bohr

```
73
Properties=species:S:1:pos:R:3:mulliken_spin:R:1
Re -0.57277 0.37013 -0.76974 2.038
Cl 0.07254 -1.92992 -0.67069 0.093
P -2.00809 0.00890 -2.31004 0.029
C -3.09213 -1.35954 -2.09632 0.050
C -2.85655 1.63441 -2.22380 0.135
C -0.91253 -0.18647 -3.74264 -0.011
C -3.36428 -1.80748 -0.64345 0.069
H -2.52029 -2.14668 -2.61653 0.010
C -4.39933 -1.02635 -2.83646 0.008
H -4.98913 -0.26447 -2.28422 0.000
H -4.95470 -1.98178 -2.87121 0.002
H -4.21473 -0.67202 -3.87101 -0.001
H -2.46776 -2.29447 -0.21864 -0.007
H -4.20059 -2.53196 -0.68623 0.001
H -3.64774 -0.96462 0.01828 -0.012
H -0.51148 -1.19673 -3.56146 0.015
C 0.24593 0.80512 -3.83660 0.033
C -1.83645 -0.15533 -4.95722 0.013
H -2.52590 -1.01357 -4.94672 0.000
H -1.16381 -0.22865 -5.82378 0.000
H -2.40835 0.79063 -5.01780 0.001
H 0.66748 1.14165 -2.86866 -0.028
H -0.04353 1.67754 -4.44156 -0.001
H 1.05060 0.26565 -4.35885 0.003
C -3.68001 1.82193 -0.93367 0.002
H -3.47898 1.41276 -3.10032 0.010
C -1.93374 2.84251 -2.46125 -0.020
H -4.46244 1.05570 -0.83307 -0.008
H -4.15150 2.81270 -1.04271 -0.001
H -3.09070 1.84138 0.00822 -0.009
H -1.14081 2.99097 -1.68949 0.019
H -2.59955 3.72307 -2.40781 -0.001
H -1.44006 2.79140 -3.44942 0.005
H -1.11351 -0.36556 0.70620 0.167
H 1.06344 0.09952 -1.00521 0.191
P 2.24607 -1.09382 2.04447 0.010
C 3.45122 -2.07879 1.13112 -0.002
C 2.90626 0.39175 2.87694 -0.010
C 1.10162 -2.09267 3.03217 0.006
C 3.61699 -1.54231 -0.31928 0.013
H 2.94496 -3.06193 1.06675 0.001
C 4.76627 -2.20939 1.92027 0.001
H 5.31692 -1.24702 1.91536 0.000
H 5.36386 -2.98526 1.39722 0.000
H 4.58657 -2.52455 2.97270 0.000
H 2.67033 -1.70806 -0.87944 -0.001
H 4.44389 -2.11004 -0.78840 0.001
H 3.83225 -0.45476 -0.35156 0.000
H 0.77142 -2.82566 2.26598 0.000
C -0.16732 -1.32877 3.48139 0.011
C 1.86314 -2.78385 4.18551 0.000
H 2.58230 -3.52490 3.79109 0.000
H 1.10488 -3.29859 4.81344 0.000
H 2.42017 -2.04926 4.80601 0.000
H -0.42176 -0.48856 2.79963 0.010
H -0.06273 -0.97228 4.52353 0.000
H -0.99405 -2.05591 3.43317 0.000
C 3.43509 1.39306 1.82239 0.004
H 3.71507 -0.09080 3.46692 0.001
C 1.86665 1.08288 3.77970 0.004
H 4.18289 0.94907 1.12999 -0.001
H 3.89985 2.21125 2.40514 0.001
H 2.58768 1.82012 1.21885 0.002
H 0.93110 1.34482 3.23382 -0.001
H 2.33353 2.01857 4.11764 0.000
H 1.61269 0.45440 4.65448 0.000
C -0.21164 3.93199 1.16862 0.000
C -0.49597 2.42892 1.12819 0.019
O -1.27339 1.83712 1.89427 0.000
O 0.20097 1.85293 0.15481 0.137
H -0.77572 4.32657 2.02155 0.001
H -0.54916 4.42001 0.22763 0.000
H 0.87855 4.10334 1.30180 -0.001
```

***

The following is a DFT calculation (wB97M-V/def2-TZVPD) of a structure of composition C20H48B2F14NO22PtS8 at a distorted geometry.

E_LUMO (spin up / spin down): 1.7215 / 1.3169 eV
Net charge: -1
Highest occupied orbital energy (spin up / spin down): -7.20 / -6.96 eV
Kohn-Sham gap (spin up / spin down): 0.3278 / 0.3041 Ha
Energy relative to the best compared isomer or geometry (same formula, charge and spin): 9.8 kJ/mol
Multiplicity: 3
Strongest force on any atom: 0.094 hartree/bohr

```
116
Properties=species:S:1:pos:R:3:mulliken_spin:R:1
Pt 0.24519 -1.79539 0.92886 1.601
B -0.01388 -2.78561 3.42602 0.032
F -0.22915 -1.44420 2.89541 0.070
F 0.82070 -2.65885 4.51345 0.000
F -1.17814 -3.27017 3.88364 0.002
F 0.49678 -3.51677 2.32749 0.025
B 0.70713 0.12473 -0.62345 -0.079
F 1.32454 1.24119 -1.13257 -0.001
F 1.58424 -0.92800 -0.71496 0.033
F 0.52972 0.34002 0.73740 0.134
F -0.42031 -0.30279 -1.26350 0.027
C 1.80969 -2.94235 -2.94089 -0.002
F 2.23536 -3.76464 -3.94682 0.000
F 2.62187 -1.92684 -2.95169 0.000
F 0.54887 -2.54701 -3.14251 -0.001
S 1.92615 -3.83617 -1.21325 0.002
O 2.10333 -5.21524 -1.43301 0.000
O 3.06912 -3.17466 -0.62531 -0.002
N 0.40807 -3.50225 -0.35693 0.056
S -0.59511 -4.63759 -0.78906 0.000
O -1.90243 -4.16006 -0.44881 -0.003
O -0.49148 -5.00136 -2.17495 0.004
C -0.36904 -6.19645 0.31479 0.004
F 0.00891 -5.93350 1.56326 0.000
F -1.53153 -6.85100 0.46662 0.001
F 0.45101 -7.09253 -0.27080 0.000
O 2.09041 0.74585 2.94490 0.002
S 2.77514 -0.51524 2.72737 0.021
O 2.14581 -1.41579 1.73456 0.068
O 4.33229 -0.04873 2.34221 0.013
C 5.21881 -0.85131 1.53602 -0.001
C 4.97140 -0.45847 0.02316 0.001
C 3.11571 -1.33723 4.35169 0.004
H 5.06514 -1.92797 1.60880 0.000
H 6.24329 -0.59841 1.80911 0.000
H 5.39473 0.53695 -0.11115 0.000
H 3.90882 -0.48591 -0.21822 -0.003
H 5.53228 -1.17200 -0.58048 0.000
H 2.32964 -0.99124 5.02288 0.000
H 4.03780 -0.87707 4.70679 0.000
H 3.39275 -2.36881 4.13442 0.000
O -1.22644 1.97901 -6.19581 0.000
S -0.90350 0.72500 -5.48544 0.000
O -1.82596 -0.34008 -5.26290 0.000
O 0.33579 0.10375 -6.35093 0.000
C 0.15032 -0.01955 -7.77733 0.000
C -0.61825 -1.23031 -8.12299 0.000
C -0.03313 1.08955 -3.89725 0.000
H 1.13665 -0.43295 -7.98794 0.000
H -0.23691 0.86755 -8.27854 0.000
H -1.69953 -1.29938 -8.00397 0.000
H -0.28268 -2.01867 -7.44921 0.000
H -0.40177 -1.60946 -9.12172 0.000
H -0.78677 1.52040 -3.23809 0.000
H 0.76968 1.79601 -4.10820 0.000
H 0.37233 0.13248 -3.56904 0.000
O -5.95966 -5.31573 4.04079 0.000
S -5.52696 -4.33030 3.10911 0.000
O -6.40517 -3.86310 2.00300 0.000
O -5.18580 -2.98117 3.99432 0.000
C -4.51150 -1.77797 3.54713 0.000
C -4.76705 -0.72643 4.72123 0.000
C -3.81269 -4.67143 2.34664 0.000
H -4.89748 -1.24081 2.68077 0.000
H -3.46603 -2.08402 3.58491 0.000
H -5.80414 -0.40799 4.61570 0.000
H -4.11420 0.11780 4.49951 0.000
H -4.58763 -1.08225 5.73578 0.000
H -3.80993 -4.17649 1.37549 -0.001
H -3.64128 -5.74734 2.31288 0.000
H -3.13338 -4.07973 2.96024 -0.001
O 2.67567 5.47180 1.69935 0.000
S 3.59478 4.71247 0.81918 0.000
O 3.30681 4.72696 -0.60829 0.000
O 5.08579 5.28420 1.04813 0.000
C 5.83310 5.91630 -0.01835 0.000
C 6.27128 4.92767 -1.04001 0.000
C 3.67289 2.94084 1.39398 -0.002
H 6.71125 6.34630 0.46337 0.000
H 5.12651 6.64259 -0.42001 0.000
H 5.51490 4.37045 -1.59273 0.000
H 6.68270 4.10926 -0.44921 0.000
H 6.99300 5.24773 -1.79153 0.000
H 2.90657 2.20995 1.13580 0.001
H 3.51321 2.95887 2.47207 0.000
H 4.58846 2.48209 1.02065 0.000
O -2.31573 5.22401 -0.00192 0.000
S -0.86516 5.42695 0.01880 0.000
O -0.41083 6.60500 0.78225 0.000
O 0.09512 4.08765 0.55158 -0.002
C -0.11971 3.58515 1.89789 0.002
C -1.18342 2.55105 2.05196 0.001
C -0.17511 5.34462 -1.64059 0.000
H -0.24855 4.46067 2.53426 0.000
H 0.87109 3.14335 2.00386 0.000
H -1.38029 2.01489 1.12360 -0.001
H -2.10999 2.93965 2.47454 0.000
H -0.99880 1.85658 2.87155 0.000
H -0.21486 4.36187 -2.11040 0.000
H 0.88084 5.60653 -1.57366 0.000
H -0.59056 6.20057 -2.17243 0.000
O -1.83759 -1.44241 0.61005 -0.035
S -3.19930 -1.18261 0.08987 0.026
O -4.20932 -2.22905 0.23273 0.004
O -3.81064 0.16188 0.86405 -0.001
C -5.10473 0.54720 0.59362 0.001
C -5.48974 1.80304 1.35024 0.001
C -3.09139 -0.52610 -1.61789 0.000
H -5.96983 -0.11070 0.67648 0.000
H -5.06584 0.87939 -0.44380 0.000
H -6.40583 2.27612 0.99658 0.000
H -4.74043 2.58045 1.49946 0.000
H -5.57506 1.43836 2.37388 0.000
H -4.05034 -0.27605 -2.07175 -0.001
H -2.60909 -1.33781 -2.16252 0.001
H -2.39253 0.30850 -1.67374 0.000
```

***

The following is a DFT calculation (wB97M-V/def2-TZVPD) of a cluster of 5 separate species, C20H48BBr2ClN5O5PS in total.

E_LUMO: -0.8220 eV
Net charge: 0
Highest occupied orbital energy: -8.81 eV
Kohn-Sham gap: 0.2936 Ha
Structure (SMILES): C/C(Br)=C(\Br)B(N=C=S)P(O)Cl.COC[C@@H](C)N.COC[C@@H](C)N.COC[C@@H](C)N.COC[C@@H](C)N
Strongest force on any atom: 0.018 hartree/bohr

```
84
Properties=species:S:1:pos:R:3:lowdin_charge:R:1
C -0.51538 0.59165 -3.15065 -0.165
C -1.82200 0.02425 -2.72913 -0.759
Br -1.69722 -1.78849 -2.24325 0.861
C -3.00030 0.65872 -2.67251 -0.647
Br -2.99608 2.49042 -3.18663 0.774
B -4.39589 0.13194 -2.29764 -0.707
N -4.61993 -1.01531 -1.46275 0.125
C -5.06404 -2.08534 -1.80094 -0.833
S -5.57548 -3.48791 -2.21792 0.765
P -5.98492 1.04746 -2.99782 0.537
O -7.02163 -0.13571 -2.54511 -0.396
Cl -6.16511 2.37699 -1.40980 0.186
H -0.00200 1.02228 -2.29214 0.081
H 0.12693 -0.20284 -3.51267 0.059
H -0.63705 1.32599 -3.93803 0.055
H -7.86694 -0.01056 -2.98551 0.049
C 3.70792 0.55025 -2.68096 -0.101
O 2.60911 0.83746 -1.83995 -0.206
C 2.91707 1.03677 -0.47448 -0.201
C 3.44147 2.43537 -0.12981 -0.434
C 4.89164 2.67278 -0.54050 -0.068
N 2.60729 3.50400 -0.67719 0.055
H 4.46143 -0.04650 -2.15769 0.092
H 4.17894 1.45681 -3.06899 0.077
H 3.32881 -0.02470 -3.52572 0.086
H 1.97192 0.89197 0.05645 0.116
H 3.61334 0.25969 -0.12911 0.123
H 3.38909 2.50945 0.96203 0.127
H 4.97350 2.86718 -1.60997 0.065
H 5.28642 3.54575 -0.02242 0.076
H 5.52378 1.81674 -0.29575 0.078
H 1.66760 3.41081 -0.30048 0.049
H 2.51198 3.35272 -1.67727 0.071
C -1.14923 1.88044 1.14052 -0.087
O -0.12126 2.84840 1.22562 -0.216
C -0.32019 3.89321 2.16242 -0.195
C 0.05913 3.53691 3.60120 -0.419
C -0.93631 2.62358 4.30979 -0.062
N 1.39155 2.93408 3.69332 0.041
H -2.13361 2.33173 1.29012 0.096
H -1.00887 1.07250 1.86225 0.080
H -1.10590 1.45221 0.13823 0.077
H 0.33005 4.70511 1.82669 0.124
H -1.35481 4.25463 2.10775 0.124
H 0.09174 4.48143 4.15240 0.140
H -0.83099 1.58895 3.98015 0.065
H -0.75151 2.64186 5.38321 0.070
H -1.96533 2.93875 4.12842 0.080
H 2.09226 3.58302 3.34523 0.083
H 1.42740 2.14706 3.04985 0.074
C 4.76823 -0.01303 8.06260 -0.112
O 4.37653 0.43026 6.78043 -0.188
C 3.19042 -0.14411 6.26984 -0.211
C 1.88785 0.48987 6.77348 -0.440
C 1.52136 0.09508 8.20167 -0.072
N 1.88557 1.94672 6.65642 0.042
H 4.52404 -1.07056 8.20805 0.089
H 4.30331 0.56935 8.86225 0.075
H 5.84842 0.11060 8.13249 0.086
H 3.24295 0.00778 5.18863 0.119
H 3.19146 -1.22862 6.45177 0.119
H 1.09807 0.11168 6.11386 0.131
H 2.11383 0.64922 8.92974 0.064
H 0.47435 0.32745 8.39302 0.073
H 1.67061 -0.97252 8.37639 0.076
H 1.99888 2.20494 5.67422 0.029
H 2.71578 2.29620 7.12757 0.069
C -1.03909 -3.91896 -6.78290 -0.108
O -2.13850 -3.79491 -5.90486 -0.199
C -3.40104 -4.13010 -6.44244 -0.210
C -3.71848 -5.62907 -6.46006 -0.435
C -2.98912 -6.40765 -7.55036 -0.070
N -3.46662 -6.27122 -5.16838 0.044
H -1.32020 -3.66476 -7.80999 0.090
H -0.61045 -4.92441 -6.77096 0.076
H -0.27473 -3.22025 -6.44380 0.085
H -4.12723 -3.64002 -5.78821 0.117
H -3.51341 -3.69299 -7.44462 0.121
H -4.79219 -5.70796 -6.65903 0.135
H -1.94940 -6.59172 -7.27980 0.065
H -3.46258 -7.37789 -7.69366 0.075
H -3.00834 -5.87437 -8.50262 0.077
H -4.04550 -5.84089 -4.45337 0.058
H -2.51310 -6.05708 -4.89020 0.070
```

***

Number 1: DFT total energy -2161.694548 a.u.. Number 2: DFT total energy -7253.681617 a.u.. Number 3: DFT total energy -7813.411101 a.u..